Record 1
# C19H22N6O2

An isolated molecule of C19H22N6O2 (ωB97M-V with the def2-TZVPD basis set, the Open Molecules 2025 dataset).

ORCA input file:
```
! wB97M-V def2-TZVPD RIJCOSX def2/J DEFGRID3
* xyz 0 1
C 4.242 1.591 3.218
C 4.620 0.365 2.324
N 3.639 0.194 1.235
C 3.997 0.380 -0.188
C 4.973 -0.684 -0.613
C 2.287 -0.017 1.565
C 1.992 -0.975 2.527
C 0.653 -1.221 2.879
C -0.423 -0.543 2.242
C -1.842 -0.805 2.629
C -3.008 -0.765 1.828
C -3.135 -0.699 0.401
O -2.241 -1.070 -0.335
N -4.479 -0.444 0.152
C -5.021 -0.587 -1.155
N -6.142 -1.357 -1.289
N -6.566 -1.694 -2.497
C -5.910 -1.253 -3.590
C -6.441 -1.634 -4.940
C -4.756 -0.447 -3.379
O -4.008 0.033 -4.406
N -4.315 -0.084 -2.202
N -5.209 -0.441 1.338
C -4.392 -0.677 2.316
C -4.873 -0.803 3.721
C -0.118 0.453 1.310
C 1.223 0.723 1.003
H 3.384 1.301 3.843
H 5.078 1.805 3.831
H 3.952 2.438 2.637
H 5.605 0.597 1.874
H 4.759 -0.539 2.915
H 3.132 0.385 -0.857
H 4.492 1.339 -0.370
H 5.257 -0.565 -1.667
H 5.881 -0.716 0.028
H 4.506 -1.653 -0.518
H 2.799 -1.562 2.964
H 0.542 -1.944 3.689
H -1.968 -1.029 3.710
H -6.743 -0.762 -5.521
H -7.342 -2.279 -4.766
H -5.668 -2.181 -5.463
H -3.218 0.323 -3.962
H -4.320 -0.075 4.334
H -5.951 -0.550 3.753
H -4.678 -1.796 4.118
H -0.894 1.007 0.800
H 1.436 1.488 0.292
*
```

Its lowest unoccupied orbital energy is -0.712 eV. The calculation puts the HOMO-LUMO gap at 7.055 eV.

These are the Löwdin partial charges, in e, on atoms 1 to 8: atom 1 (C): -0.062, atom 2 (C): -0.201, atom 3 (N): -0.124, atom 4 (C): -0.231, atom 5 (C): -0.100, atom 6 (C): -0.247, atom 7 (C): -0.021, atom 8 (C): -0.014

---

Record 2
# C19H22O4S

A cluster of 2 separate species, C19H22O4S in total (ωB97M-V with the def2-TZVPD basis set, the Open Molecules 2025 dataset).

ORCA input file:
```
! wB97M-V def2-TZVPD RIJCOSX def2/J DEFGRID3
* xyz 0 1
C 0.219 0.872 4.492
C -0.684 0.562 3.460
C -0.029 0.334 2.058
C 0.709 -0.801 1.845
C 0.919 -1.893 2.937
C 0.883 -3.381 2.367
C 2.326 -3.980 2.089
O -0.009 -3.550 1.264
C 1.357 -0.900 0.423
O 2.231 -1.681 0.140
C 0.898 0.081 -0.716
C 1.357 -0.216 -2.148
C 0.472 -0.493 -3.262
C 0.996 -0.726 -4.609
C 2.434 -0.680 -4.827
C 3.366 -0.431 -3.737
C 2.803 -0.195 -2.418
C 0.130 1.178 -0.476
C -0.256 1.436 0.997
O -0.706 2.524 1.299
H 0.446 0.143 5.310
H 0.731 1.865 4.399
H -1.781 0.451 3.636
H 0.181 -1.849 3.770
H 1.926 -1.693 3.398
H 0.468 -4.008 3.214
H 2.451 -4.024 0.975
H 3.080 -3.254 2.499
H 2.485 -4.975 2.565
H -0.831 -3.052 1.424
H -0.629 -0.504 -3.110
H 0.349 -0.926 -5.487
H 2.836 -0.868 -5.848
H 4.466 -0.409 -3.874
H 3.521 0.006 -1.586
H -0.194 1.854 -1.303
C -4.262 3.495 -2.407
S -3.033 2.753 -1.317
O -3.356 1.302 -1.199
C -3.609 3.559 0.187
H -4.115 3.098 -3.411
H -5.266 3.243 -2.060
H -4.129 4.577 -2.422
H -4.654 3.302 0.367
H -3.498 4.639 0.086
H -3.000 3.209 1.018
*
```

Its lowest unoccupied orbital energy is -1.042 eV. The calculation puts the HOMO-LUMO gap at 7.273 eV.

These are the Löwdin partial charges, in e, on atoms 1 to 8: atom 1 (C): 0.002, atom 2 (C): -0.110, atom 3 (C): -0.080, atom 4 (C): -0.046, atom 5 (C): -0.081, atom 6 (C): -0.398, atom 7 (C): -0.048, atom 8 (O): -0.048

---

Record 3
# C19H23Cl2GeINO2PdS2

A structure of composition C19H23Cl2GeINO2PdS2 (ωB97M-V with the def2-TZVPD basis set, the Open Molecules 2025 dataset).

ORCA input file:
```
! wB97M-V def2-TZVPD RIJCOSX def2/J DEFGRID3
* xyz 1 1
Pd -0.887 0.681 -0.511
I -1.700 1.035 1.974
C -2.233 -0.969 2.055
C -2.674 -1.479 3.231
C -3.087 -2.829 3.271
C -3.066 -3.571 2.132
C -2.619 -3.028 0.900
C -2.670 -3.796 -0.290
C -2.279 -3.252 -1.468
C -1.752 -1.937 -1.513
C -1.663 -1.180 -0.394
C -2.139 -1.691 0.849
H -2.718 -0.868 4.124
H -3.433 -3.253 4.204
H -3.409 -4.598 2.143
H -3.042 -4.812 -0.241
H -2.336 -3.820 -2.387
H -1.414 -1.585 -2.468
Cl -3.623 4.858 -1.974
C -2.330 4.506 -0.843
Cl -2.823 4.769 0.850
C -1.881 3.055 -0.933
O -0.600 2.909 -0.869
O -2.654 2.089 -0.979
H -1.504 5.175 -1.037
S -0.343 0.392 -2.797
C 1.148 1.204 -3.088
N 1.458 2.425 -2.780
C 2.782 2.922 -3.161
C 3.495 1.803 -3.942
S 2.373 0.365 -3.950
H 0.815 2.954 -2.174
H 3.334 3.211 -2.269
H 2.655 3.805 -3.782
H 4.424 1.500 -3.469
H 3.704 2.090 -4.968
C 2.027 0.968 2.905
Ge 1.811 -0.511 1.655
C 0.943 -2.089 2.385
C 3.587 -1.035 1.028
C 1.044 0.097 -0.068
H 2.241 0.582 3.903
H 1.153 1.613 2.969
H 2.880 1.571 2.591
H 1.378 -2.315 3.361
H 1.133 -2.937 1.725
H -0.130 -1.978 2.507
H 4.174 -1.403 1.873
H 4.116 -0.185 0.593
H 3.522 -1.830 0.285
H 1.300 -0.668 -0.799
H 1.513 1.040 -0.359
*
```

Its lowest unoccupied orbital energy is -4.868 eV. The calculation puts the HOMO-LUMO gap at 6.391 eV.

These are the Löwdin partial charges, in e, on atoms 1 to 8: atom 1 (Pd): 0.679, atom 2 (I): 1.363, atom 3 (C): -0.619, atom 4 (C): -0.137, atom 5 (C): -0.050, atom 6 (C): -0.008, atom 7 (C): -0.148, atom 8 (C): -0.015

---

Record 4
# C19H23ClFN3O5PS

The ion C19H23ClFN3O5PS with charge +1 (ωB97M-V with the def2-TZVPD basis set, the Open Molecules 2025 dataset).

ORCA input file:
```
! wB97M-V def2-TZVPD RIJCOSX def2/J DEFGRID3
* xyz 1 1
C 5.249 1.905 -1.197
O 4.071 2.580 -1.588
C 3.402 3.198 -0.508
C 1.866 3.282 -0.795
C 1.157 2.367 0.225
C -0.392 2.204 0.003
C -0.711 0.740 -0.301
C -0.746 -0.134 0.780
C -0.448 0.341 2.215
P -2.044 0.630 3.103
O -1.796 0.975 4.492
O -3.091 -0.600 2.912
O -2.744 1.925 2.360
C -1.037 -1.540 0.640
C -1.027 -2.513 1.822
C -0.452 -3.913 1.437
C -0.209 -4.732 2.719
N 0.087 -6.138 2.616
O -0.253 -4.238 3.821
C -1.339 -2.059 -0.604
C -1.308 -1.209 -1.712
C -1.616 -1.763 -3.005
C -1.572 -0.955 -4.073
Cl -1.963 -1.592 -5.635
N -1.218 0.354 -3.938
F -1.165 1.080 -5.067
C -0.925 0.961 -2.778
N -0.576 2.314 -2.882
C -1.553 3.077 -2.987
S -2.571 4.190 -2.671
C -0.979 0.180 -1.602
H 6.129 2.575 -1.230
H 5.466 1.077 -1.889
H 5.205 1.471 -0.184
H 3.547 2.619 0.426
H 3.817 4.201 -0.287
H 1.687 2.994 -1.838
H 1.602 4.332 -0.595
H 1.613 1.367 0.310
H 1.303 2.835 1.215
H -0.824 2.924 -0.691
H -0.867 2.416 0.970
H 0.212 -0.345 2.752
H 0.043 1.321 2.220
H -3.633 -0.454 2.123
H -3.525 1.621 1.877
H -2.049 -2.685 2.180
H -0.376 -2.157 2.628
H -1.114 -4.435 0.729
H 0.522 -3.799 0.930
H 1.082 -6.301 2.506
H -0.454 -6.575 1.876
H -1.595 -3.106 -0.746
H -1.889 -2.813 -3.084
*
```

Its lowest unoccupied orbital energy is -4.584 eV. The calculation puts the HOMO-LUMO gap at 7.363 eV.

These are the Löwdin partial charges, in e, on atoms 1 to 8: atom 1 (C): -0.115, atom 2 (O): -0.184, atom 3 (C): -0.237, atom 4 (C): -0.147, atom 5 (C): -0.173, atom 6 (C): -0.118, atom 7 (C): -0.072, atom 8 (C): -0.133

---

Record 5
# C19H23ClN2O3S

An isolated molecule of C19H23ClN2O3S (ωB97M-V with the def2-TZVPD basis set, the Open Molecules 2025 dataset).

ORCA input file:
```
! wB97M-V def2-TZVPD RIJCOSX def2/J DEFGRID3
* xyz 0 1
C 0.229 -4.215 1.815
C 0.172 -2.747 1.404
O 0.379 -1.842 2.468
C 1.700 -1.819 2.972
C 1.857 -0.603 3.883
C 1.977 0.702 3.090
N 0.852 0.890 2.203
C 0.929 0.602 0.895
O 1.965 0.408 0.288
C -0.425 0.618 0.168
N -0.229 -0.006 -1.121
C -1.049 -0.972 -1.582
O -2.108 -1.253 -1.068
C -0.498 -1.685 -2.821
C 0.585 -2.613 -2.387
C 1.904 -2.344 -2.182
C 2.628 -3.456 -1.696
C 1.850 -4.554 -1.533
S 0.212 -4.254 -1.970
C -0.900 2.046 0.033
C -2.128 2.440 0.546
C -2.559 3.749 0.416
C -1.751 4.668 -0.234
Cl -2.282 6.305 -0.398
C -0.523 4.291 -0.754
C -0.103 2.981 -0.618
H -0.415 -4.383 2.675
H -0.118 -4.831 0.991
H 1.244 -4.514 2.069
H -0.826 -2.511 1.025
H 0.908 -2.552 0.609
H 2.417 -1.765 2.139
H 1.904 -2.734 3.546
H 0.986 -0.557 4.539
H 2.750 -0.726 4.497
H 2.871 0.681 2.462
H 2.040 1.553 3.775
H -0.060 0.890 2.635
H -1.162 0.025 0.720
H 0.722 0.057 -1.464
H -1.314 -2.239 -3.285
H -0.108 -0.946 -3.524
H 2.359 -1.389 -2.376
H 3.681 -3.431 -1.480
H 2.131 -5.528 -1.186
H -2.760 1.718 1.040
H -3.515 4.053 0.811
H 0.095 5.017 -1.259
H 0.855 2.683 -1.015
*
```

Its lowest unoccupied orbital energy is 0.701 eV. The calculation puts the HOMO-LUMO gap at 9.500 eV.

These are the Löwdin partial charges, in e, on atoms 1 to 8: atom 1 (C): -0.068, atom 2 (C): -0.269, atom 3 (O): -0.164, atom 4 (C): -0.220, atom 5 (C): -0.142, atom 6 (C): -0.168, atom 7 (N): 0.086, atom 8 (C): -0.454

---

Record 6
# C19H23ClN2O4

An isolated molecule of C19H23ClN2O4 (ωB97M-V with the def2-TZVPD basis set, the Open Molecules 2025 dataset).

ORCA input file:
```
! wB97M-V def2-TZVPD RIJCOSX def2/J DEFGRID3
* xyz 0 1
C 2.130 7.471 -5.174
O 0.853 7.055 -4.750
C 0.762 5.978 -3.927
C -0.522 5.603 -3.538
C -0.726 4.521 -2.704
C 0.350 3.777 -2.231
O 0.268 2.692 -1.407
C -1.003 2.253 -1.005
C -0.816 1.044 -0.154
C 0.292 0.358 0.239
C -0.229 -0.696 1.042
C 0.648 -1.719 1.671
O 1.823 -1.763 1.337
N 0.145 -2.548 2.611
C -1.239 -2.590 3.026
C -2.140 -3.398 2.081
C -2.266 -4.890 2.405
C -0.958 -5.643 2.677
C 0.165 -5.340 1.675
C 1.396 -4.692 2.312
C 1.087 -3.480 3.201
N -1.536 -0.617 1.094
O -1.912 0.455 0.360
C 1.633 4.161 -2.625
Cl 2.980 3.253 -2.048
C 1.848 5.243 -3.460
H 2.636 6.690 -5.750
H 2.758 7.765 -4.327
H 1.959 8.336 -5.812
H -1.358 6.177 -3.903
H -1.735 4.265 -2.426
H -1.527 3.029 -0.425
H -1.628 1.993 -1.874
H 1.317 0.549 0.010
H -1.282 -3.011 4.033
H -1.615 -1.566 3.064
H -1.775 -3.257 1.064
H -3.141 -2.966 2.112
H -2.908 -5.008 3.282
H -2.779 -5.364 1.565
H -0.616 -5.418 3.687
H -1.188 -6.711 2.663
H -0.208 -4.686 0.888
H 0.490 -6.262 1.188
H 1.927 -5.424 2.925
H 2.067 -4.369 1.515
H 2.025 -2.942 3.373
H 0.690 -3.795 4.167
H 2.861 5.489 -3.729
*
```

Its lowest unoccupied orbital energy is 0.695 eV. The calculation puts the HOMO-LUMO gap at 9.009 eV.

These are the Löwdin partial charges, in e, on atoms 1 to 8: atom 1 (C): -0.086, atom 2 (O): -0.083, atom 3 (C): -0.281, atom 4 (C): 0.003, atom 5 (C): -0.009, atom 6 (C): -0.290, atom 7 (O): -0.070, atom 8 (C): -0.117

---

Record 7
# C19H23CuF5NPS

A structure of composition C19H23CuF5NPS (ωB97M-V with the def2-TZVPD basis set, the Open Molecules 2025 dataset).

ORCA input file:
```
! wB97M-V def2-TZVPD RIJCOSX def2/J DEFGRID3
* xyz 0 2
C -2.785 0.125 -3.347
C -1.581 0.798 -3.475
C -0.699 0.919 -2.385
C -1.077 0.405 -1.152
C -2.239 -0.363 -1.048
C -3.094 -0.508 -2.150
C 0.521 1.736 -2.671
C 1.278 2.367 -1.497
N 0.427 2.629 -0.304
Cu 0.026 0.823 0.452
C -2.586 -1.061 0.246
P -1.691 -0.162 1.585
H -1.292 1.264 -4.418
H -4.008 -1.090 -2.016
H -3.476 0.088 -4.186
H -2.199 -2.101 0.253
H -3.676 -1.084 0.432
H 1.221 1.105 -3.242
H 0.216 2.558 -3.336
H 2.106 1.701 -1.195
C -1.783 -1.438 2.894
C -2.939 1.090 2.074
H 1.756 3.327 -1.830
C -0.878 3.281 -0.586
C 1.156 3.420 0.742
H 0.985 0.024 1.597
H -0.811 4.365 -0.385
H -1.210 3.124 -1.618
H -1.653 2.877 0.087
H 0.790 4.460 0.755
H 0.972 2.979 1.731
H 2.237 3.418 0.533
H -3.821 0.633 2.544
H -2.442 1.754 2.793
H -3.253 1.685 1.207
H -2.828 -1.678 3.162
H -1.287 -2.355 2.531
H -1.249 -1.064 3.781
H 0.988 0.823 1.943
F 4.687 -5.365 2.221
C 4.031 -4.419 1.519
C 3.361 -4.746 0.339
F 3.398 -6.019 -0.111
C 2.649 -3.770 -0.350
F 2.011 -4.096 -1.494
C 2.574 -2.419 0.100
S 1.679 -1.231 -0.694
C 3.346 -2.124 1.251
F 3.459 -0.830 1.632
C 4.023 -3.100 1.973
F 4.662 -2.757 3.112
*
```

Its lowest unoccupied orbital energy (alpha / beta) is 0.116 / -0.882 eV. The calculation puts the HOMO-LUMO gap (alpha / beta) at 6.941 / 5.955 eV.

These are the Löwdin partial charges, in e, on atoms 1 to 8: atom 1 (C): -0.081, atom 2 (C): -0.048, atom 3 (C): -0.274, atom 4 (C): -0.158, atom 5 (C): -0.302, atom 6 (C): -0.048, atom 7 (C): -0.153, atom 8 (C): -0.184

---

Record 8
# C19H23F3N4O

An isolated molecule of C19H23F3N4O (ωB97M-V with the def2-TZVPD basis set, the Open Molecules 2025 dataset).

ORCA input file:
```
! wB97M-V def2-TZVPD RIJCOSX def2/J DEFGRID3
* xyz 0 1
C 4.160 -5.451 -1.646
C 3.096 -6.017 -2.183
C 1.671 -5.720 -1.818
N 1.529 -4.901 -0.638
C 1.024 -3.646 -0.678
O 0.576 -3.151 -1.687
C 1.066 -2.957 0.688
N 0.508 -1.626 0.654
C -0.925 -1.625 0.431
C -1.404 -0.205 0.153
C -1.052 0.697 1.337
N -1.476 2.063 1.127
C -2.370 2.762 1.902
C -3.053 2.188 3.087
N -2.562 3.981 1.493
C -1.770 4.137 0.390
C -1.599 5.248 -0.424
C -0.721 5.121 -1.484
C -0.474 6.269 -2.414
F 0.827 6.624 -2.456
F -0.809 5.980 -3.688
F -1.152 7.380 -2.093
C -0.031 3.929 -1.737
C -0.194 2.821 -0.934
C -1.070 2.927 0.139
C 0.450 0.607 1.618
C 0.843 -0.852 1.832
H 5.156 -5.708 -1.961
H 4.083 -4.697 -0.881
H 3.201 -6.759 -2.963
H 1.192 -5.168 -2.635
H 1.128 -6.663 -1.680
H 1.935 -5.254 0.214
H 0.555 -3.611 1.423
H 2.117 -2.879 0.983
H -1.136 -2.248 -0.437
H -1.465 -2.039 1.306
H -0.917 0.152 -0.752
H -2.483 -0.202 -0.013
H -1.589 0.330 2.219
H -3.701 2.953 3.504
H -2.331 1.885 3.845
H -3.657 1.325 2.810
H -2.132 6.163 -0.229
H 0.641 3.886 -2.581
H 0.348 1.916 -1.154
H 1.010 0.999 0.772
H 0.703 1.195 2.503
H 1.921 -0.912 1.999
H 0.335 -1.244 2.735
*
```

Its lowest unoccupied orbital energy is 0.528 eV. The calculation puts the HOMO-LUMO gap at 9.142 eV.

These are the Löwdin partial charges, in e, on atoms 1 to 8: atom 1 (C): 0.005, atom 2 (C): -0.159, atom 3 (C): -0.190, atom 4 (N): 0.042, atom 5 (C): -0.471, atom 6 (O): 0.074, atom 7 (C): -0.114, atom 8 (N): -0.163